DFT (the ωB97M-V functional and the def2-TZVPD basis) results for the molecule C2H8Cl2Si3 at a distorted geometry.

The geometry in XYZ format:
```
15
Properties=species:S:1:pos:R:3
C -0.596 1.565 -0.325
C -0.579 -1.466 0.443
Si -1.218 0.374 1.010
Si 1.129 1.066 -0.879
Si 0.933 -1.392 -0.761
Cl 2.327 1.847 0.593
Cl 2.576 -2.387 -0.097
H -1.297 1.688 -1.191
H -0.580 2.470 0.198
H -0.214 -1.658 1.424
H -1.331 -2.183 0.231
H -0.655 0.957 2.250
H -2.663 0.070 1.195
H 1.337 1.428 -2.279
H 0.831 -2.380 -1.812
```

- LUMO level: 0.3 eV
- SMILES string: Cl[Si@@H]1C[SiH2]C[Si@@H]1Cl
- ΔE to the lowest compared entry with this formula, charge and spin: 5.3 kcal per mole
- HOMO energy: -0.3511 Ha
- Kohn-Sham gap: 9.81 eV